The following is a DFT calculation (the ωB97M-V functional and the def2-TZVPD basis) of a cluster of 2 separate species, C3H9NO2 in total.

CARTESIAN COORDINATES (ANGSTROEM)
H1 0.364 -0.248 3.406
C1 -0.420 -1.013 1.527
H2 -0.927 1.741 -3.101
H3 -0.170 0.343 -3.082
N1 1.070 2.039 -2.516
H4 0.773 2.154 -1.537
H5 0.704 -2.350 0.447
H6 1.175 3.136 -2.664
C2 -0.312 -0.033 2.626
H7 0.362 0.902 2.387
O1 -1.420 -1.519 1.162
H8 -1.215 0.268 3.126
O2 0.776 -1.464 1.171
H9 0.596 1.542 -4.361
C3 0.064 1.397 -3.432

Values from the calculation:
- Maximum force: 0.1061 Eh/bohr
- ⟨S²⟩: 0.7543
- Orbital gap (alpha / beta): 8.85 / 3.49 eV
- HOMO energy (alpha / beta): -13.17 / -13.17 eV
- Energy relative to the best compared isomer or geometry (same formula, charge and spin): 65.30 kcal/mol
- Spin multiplicity: 2
- Charge: +1
- M: 91.1 g mol⁻¹

Here are the Löwdin charges for atoms 1 to 4, given in e:
1. H 0.0665
2. C -0.6725
3. H 0.1435
4. H 0.1407